No. 1
# C4H7N2

2 unconnected molecules or ions with the total composition C4H7N2 at a distorted geometry (the ωB97M-V functional and the def2-TZVPD basis, OMol25).

The value obtained for the calculated total energy is -7226.7251 eV. The value obtained for the gap between HOMO and LUMO (spin up / spin down) is 7.346 / 7.217 eV. The energy above the lowest of the compared OMol25 structures with the same formula, charge and spin comes out at 869.6 kJ/mol. Its net charge is +1. For the highest occupied orbital energy (spin up / spin down), the calculation gives -0.52476 / -0.52420 hartree.

Element x y z (Å)
N 0.33 -0.40 -0.82
N -0.84 -2.32 1.79
C 0.03 2.15 0.12
C -0.46 -0.46 0.34
C -0.15 0.75 -0.09
C 0.99 -0.98 -1.74
H -0.98 -1.88 2.75
H 1.03 2.52 -0.04
H 0.94 -2.06 -1.99
H -1.84 -2.17 1.43
H -0.63 2.86 -0.51
H -0.23 2.53 1.10
H 1.80 -0.55 -2.35



No. 2
# C5H7F3N3O2

2 unconnected molecules or ions with the total composition C5H7F3N3O2 at a distorted geometry (the ωB97M-V functional and the def2-TZVPD basis, OMol25).

The value obtained for the calculated total energy is -22001.6019 eV. The value obtained for the gap between HOMO and LUMO (spin up / spin down) is 8.812 / 8.811 eV. The energy above the lowest of the compared OMol25 structures with the same formula, charge and spin comes out at 417.5 kJ/mol. Its net charge is +1. For the highest occupied orbital energy (spin up / spin down), the calculation gives -0.50668 / -0.50667 hartree.

Element x y z (Å)
F -0.18 -2.68 -2.56
F 1.21 -1.09 -2.35
F 0.91 -2.24 -0.66
O -2.67 -1.95 -1.98
O -3.03 -0.14 -0.88
N 1.46 0.46 0.29
N -0.64 0.76 1.35
N -2.16 -0.98 -1.43
C 1.58 1.49 1.46
C -0.90 -0.81 -1.30
C -0.02 0.30 0.39
C 0.18 -1.74 -1.72
C 0.26 1.49 2.24
H -0.18 2.47 2.32
H 1.93 -0.46 0.39
H 0.31 0.89 3.12
H 1.78 0.77 -0.56
H 1.79 2.60 1.01
H 2.31 1.18 2.13
H -3.92 -0.32 -1.24



No. 3
# C25H41N2O19P

8 unconnected molecules or ions with the total composition C25H41N2O19P at a distorted geometry (the ωB97M-V functional and the def2-TZVPD basis, OMol25).

The value obtained for the calculated total energy is -77759.7072 eV. The value obtained for the gap between HOMO and LUMO (spin up / spin down) is 1.399 / 10.109 eV. The spin multiplicity is 2. Its net charge is -1. For the highest occupied orbital energy (spin up / spin down), the calculation gives 0.01505 / -0.30620 hartree.

Element x y z (Å)
P -4.12 -14.96 -20.80
O -5.16 -13.96 -20.40
O -4.26 -16.37 -19.98
O -4.21 -15.47 -22.30
O -8.51 -12.65 -15.90
O -7.59 -16.69 -18.73
O -7.99 -14.55 -19.39
O -4.06 -10.90 -15.80
O -9.79 -14.43 -15.26
O -2.53 -14.86 -17.21
O -8.19 -16.20 -20.87
O -3.78 -20.34 -15.24
O -3.33 -11.66 -17.68
O -2.56 -14.56 -20.68
O -5.21 -20.24 -17.05
O -3.40 -16.94 -16.93
O -2.23 -12.01 -15.69
O -7.77 -13.84 -14.17
O -1.14 -16.73 -17.53
O -5.78 -19.11 -15.19
N -4.07 -14.47 -13.18
N 0.52 -17.67 -12.15
C -4.45 -14.68 -23.42
C -8.18 -13.85 -20.62
C -4.85 -19.95 -15.75
C -3.49 -10.57 -14.52
C -6.79 -12.84 -14.30
C -0.82 -12.78 -20.25
C 0.46 -17.92 -13.29
C -3.67 -17.51 -20.59
C -2.52 -11.64 -14.35
C 0.41 -18.19 -14.73
C -3.83 -14.65 -16.71
C -4.39 -16.02 -16.76
C -3.24 -11.49 -16.53
C -4.00 -15.51 -24.68
C -7.31 -12.08 -15.58
C -8.82 -13.68 -15.09
C -7.94 -15.84 -19.57
C -6.54 -19.58 -17.23
C -2.28 -16.22 -17.25
C -4.73 -14.57 -12.25
C -8.05 -15.01 -21.71
C -2.23 -13.12 -20.71
C -5.62 -14.73 -11.06
C -4.57 -18.43 -21.43
C -6.80 -18.74 -16.06
H -4.67 -16.30 -25.02
H -4.80 -17.85 -22.33
H -5.12 -14.41 -10.14
H -8.83 -15.01 -22.47
H -0.10 -13.45 -20.71
H -7.52 -13.00 -20.82
H -7.65 -11.05 -15.48
H -5.02 -16.12 -15.88
H -6.64 -12.19 -13.44
H -3.04 -15.95 -24.43
H -0.10 -17.32 -15.15
H -5.47 -18.54 -20.84
H -7.43 -20.18 -17.43
H -3.31 -18.16 -19.80
H -1.61 -11.27 -13.89
H -6.52 -18.91 -18.09
H -3.06 -9.57 -14.64
H -5.10 -16.03 -17.59
H -2.34 -12.55 -21.64
H -7.78 -19.02 -15.68
H -5.51 -14.43 -23.49
H -6.89 -17.69 -16.35
H -4.10 -10.62 -13.62
H -9.20 -13.47 -20.74
H -3.79 -14.73 -25.42
H -3.73 -14.14 -15.75
H -2.77 -12.49 -13.73
H -0.15 -19.09 -14.98
H -3.05 -12.68 -20.13
H -4.31 -14.05 -17.48
H -6.61 -14.30 -11.21
H -0.53 -11.78 -20.56
H -3.81 -13.80 -23.34
H -5.78 -15.80 -10.94
H -0.73 -12.74 -19.16
H -7.13 -15.02 -22.29
H 1.41 -18.12 -15.16
H -6.67 -12.11 -16.46
H -5.81 -13.22 -14.61
H -4.22 -19.45 -21.63
H -2.63 -17.40 -20.92



No. 4
# C21H13AsF12I2N4OS2SbTi

A molecular structure, C21H13AsF12I2N4OS2SbTi at a distorted geometry (the ωB97M-V functional and the def2-TZVPD basis, OMol25).

The value obtained for the calculated total energy is -190970.0044 eV. The value obtained for the gap between HOMO and LUMO is 4.560 eV. The energy above the lowest of the compared OMol25 structures with the same formula, charge and spin comes out at 227.0 kJ/mol. Its net charge is +1. For the highest occupied orbital energy, the calculation gives -0.41456 hartree.

Element x y z (Å)
I 4.64 2.99 5.25
I -0.56 0.41 3.65
Sb -3.46 -0.91 -0.46
As 0.45 0.43 -3.66
Ti -0.03 0.70 -0.37
S -0.23 -3.11 -1.80
S -2.42 -2.27 -2.23
F 0.40 1.88 -2.68
F -5.16 -1.66 -0.71
F 2.16 0.56 -3.69
F -3.95 0.46 -1.63
F 0.55 -1.19 -4.18
F -3.14 -2.26 0.82
F -1.59 1.41 -0.88
F 0.71 -0.34 -1.85
F -1.11 -0.76 0.06
F 0.19 1.18 -5.14
F -3.29 0.34 0.93
F -1.22 0.21 -3.32
O 1.13 0.35 0.90
N 0.22 2.81 0.21
N -1.72 -8.80 0.36
N -5.46 -7.38 -0.03
N 2.53 1.70 -0.87
C -3.45 -5.90 -0.67
C 3.43 2.11 3.80
C 0.35 5.28 1.47
C -0.81 4.52 1.54
C -4.56 -6.72 -0.31
C -1.30 -4.34 -1.35
C 3.11 1.38 1.54
C 2.16 1.67 4.15
C 3.90 1.97 2.50
C 1.85 0.90 1.91
C 2.40 3.14 -0.84
C -1.03 -5.64 -0.88
C 1.36 1.07 3.20
C -0.83 3.30 0.89
C -2.58 -3.86 -1.49
C -1.91 -7.74 -0.04
C 3.55 1.24 0.09
C 1.33 3.57 0.11
C -2.12 -6.42 -0.54
C 1.42 4.80 0.74
C -3.68 -4.61 -1.15
H 2.12 3.48 -1.84
H 4.47 1.80 -0.04
H -0.03 -6.02 -0.77
H -1.68 4.85 2.07
H 0.41 6.23 1.97
H -4.68 -4.21 -1.23
H 3.77 0.19 -0.13
H 2.76 1.38 -1.79
H 2.33 5.38 0.65
H 1.80 1.80 5.17
H -1.71 2.68 0.93
H 3.34 3.64 -0.58
H 4.88 2.35 2.24



No. 5
# C3H4GdO3

A molecular structure, C3H4GdO3 at a distorted geometry (the ωB97M-V functional and the def2-TZVPD basis, OMol25).

The value obtained for the calculated total energy is -30139.3006 eV. The value obtained for the gap between HOMO and LUMO (spin up / spin down) is 7.484 / 6.074 eV. The energy above the lowest of the compared OMol25 structures with the same formula, charge and spin comes out at 316.8 kJ/mol. The spin multiplicity is 8. Its net charge is +1. For the highest occupied orbital energy (spin up / spin down), the calculation gives -0.44705 / -0.49125 hartree.

Element x y z (Å)
Gd 0.80 0.90 -2.26
O -0.32 2.03 -0.93
O 0.77 -0.99 -1.22
O -0.94 0.99 0.90
C -0.61 -0.37 0.64
C 0.66 -1.03 0.11
C -0.66 2.15 0.28
H 0.66 -2.08 0.45
H -0.62 -0.75 1.67
H -1.43 -0.70 -0.02
H 1.68 -0.15 0.38



No. 6
# C3H3ClF2

A single C3H3ClF2 molecule at a distorted geometry (the ωB97M-V functional and the def2-TZVPD basis, OMol25).

The value obtained for the calculated total energy is -21110.8599 eV. The value obtained for the gap between HOMO and LUMO (spin up / spin down) is 6.699 / 8.324 eV. The energy above the lowest of the compared OMol25 structures with the same formula, charge and spin comes out at 113.5 kJ/mol. The spin multiplicity is 3. Its net charge is 0. For the highest occupied orbital energy (spin up / spin down), the calculation gives -0.21091 / -0.40466 hartree.

Element x y z (Å)
Cl 1.33 2.03 1.53
F 1.18 1.45 -0.98
F -1.55 0.43 1.05
C -0.25 -0.80 -0.48
C 0.36 1.64 0.09
C -0.52 0.25 0.23
H 0.70 -0.85 -0.97
H -0.45 2.54 -0.10
H -0.81 -1.76 -0.64



No. 7
# C8H20NO5P

A single C8H20NO5P molecule at a distorted geometry (the ωB97M-V functional and the def2-TZVPD basis, OMol25).

As for the SMILES: NCCCCCO[P@@](=O)(O)OCCCO. The value obtained for the calculated total energy is -29637.9845 eV. The value obtained for the gap between HOMO and LUMO is 9.755 eV. The energy above the lowest of the compared OMol25 structures with the same formula, charge and spin comes out at 0.0 kJ/mol. Its net charge is 0. For the highest occupied orbital energy, the calculation gives -0.33784 hartree.

Element x y z (Å)
P -1.12 0.91 1.70
O -2.40 -0.13 1.34
O 0.02 0.06 2.21
O -1.69 1.81 2.99
O -0.76 1.88 0.42
O -4.09 -0.20 -2.53
N 3.59 -2.04 0.99
C -2.02 -1.01 0.25
C 0.66 1.98 0.17
C -3.30 -1.50 -0.54
C 2.65 1.02 -1.22
C -3.98 -0.18 -1.10
C 3.48 0.05 -0.30
C 2.65 -0.93 0.60
C 1.10 1.02 -1.00
H 0.64 1.48 -1.92
H -1.38 -1.85 0.60
H 4.16 -0.55 -0.94
H 0.63 0.02 -0.90
H -2.90 -2.06 -1.42
H -3.24 -0.44 -2.91
H 4.13 0.65 0.38
H 3.41 -2.77 0.30
H 1.79 -1.42 0.09
H 2.86 0.77 -2.29
H 0.82 3.01 -0.23
H -5.01 -0.09 -0.69
H 2.37 -0.42 1.54
H -3.99 -2.09 0.09
H -1.46 -0.38 -0.48
H -3.37 0.73 -0.85
H 2.99 2.06 -1.00
H -1.87 1.13 3.67
H 1.30 1.89 1.07
H 3.33 -2.41 1.90



No. 8
# C6H11NO2P

2 unconnected molecules or ions with the total composition C6H11NO2P at a distorted geometry (the ωB97M-V functional and the def2-TZVPD basis, OMol25).

The value obtained for the calculated total energy is -21271.3054 eV. The value obtained for the gap between HOMO and LUMO (spin up / spin down) is 6.504 / 5.191 eV. The energy above the lowest of the compared OMol25 structures with the same formula, charge and spin comes out at 0.0 kJ/mol. The spin multiplicity is 3. Its net charge is -1. For the highest occupied orbital energy (spin up / spin down), the calculation gives -0.10264 / -0.19234 hartree.

Element x y z (Å)
P -1.31 0.23 0.54
O -0.70 0.41 -0.83
O -1.55 1.49 1.26
N 3.55 -1.98 -0.35
C 3.02 0.91 1.41
C 3.19 -0.90 -0.12
C -3.40 -0.93 -0.99
C -2.68 -0.99 0.39
C 2.07 1.16 -0.84
C 2.84 0.43 0.24
H -0.40 -0.62 1.20
H -3.31 -1.01 1.27
H 3.32 0.21 2.19
H 1.99 2.32 -0.75
H -2.61 -0.46 -1.69
H 2.69 1.93 1.65
H -2.20 -1.93 0.38
H 2.61 1.05 -1.85
H -4.32 -0.32 -0.97
H 1.06 0.95 -0.74
H -3.87 -1.92 -1.40



No. 9
# C2H9N4O

2 unconnected molecules or ions with the total composition C2H9N4O at a distorted geometry (the ωB97M-V functional and the def2-TZVPD basis, OMol25).

The value obtained for the calculated total energy is -10215.2325 eV. The value obtained for the gap between HOMO and LUMO (spin up / spin down) is 9.104 / 8.349 eV. The energy above the lowest of the compared OMol25 structures with the same formula, charge and spin comes out at 773.6 kJ/mol. Its net charge is +1. For the highest occupied orbital energy (spin up / spin down), the calculation gives -0.49599 / -0.48858 hartree.

Element x y z (Å)
O 2.29 -0.44 0.49
N -0.62 -1.25 -0.94
N -2.97 0.23 0.20
N 1.27 -0.03 1.23
N -1.64 0.49 0.37
C -0.67 -0.35 -0.05
C 2.74 0.60 -0.43
H 0.98 -0.64 2.01
H 0.12 -1.90 -1.08
H 1.95 0.39 -1.20
H -3.41 0.13 1.22
H -3.60 0.87 -0.32
H 3.64 0.26 -0.84
H -1.39 -1.35 -1.60
H 2.78 1.63 -0.01
H -1.46 1.34 0.94



No. 10
# C45H32F9N4O5PRuS

A molecular structure, C45H32F9N4O5PRuS at a distorted geometry (the ωB97M-V functional and the def2-TZVPD basis, OMol25).

The value obtained for the calculated total energy is -110546.2439 eV. The value obtained for the gap between HOMO and LUMO (spin up / spin down) is 4.960 / 6.725 eV. The energy above the lowest of the compared OMol25 structures with the same formula, charge and spin comes out at 141.2 kJ/mol. The spin multiplicity is 6. Its net charge is -1. For the highest occupied orbital energy (spin up / spin down), the calculation gives -0.11361 / -0.19265 hartree.

Element x y z (Å)
Ru -2.28 1.73 1.51
S -2.46 1.04 4.84
P 0.83 -1.64 -1.24
F 1.50 1.53 -7.19
F 6.22 -2.23 2.97
F 0.41 -8.39 -1.43
F 5.70 -0.20 3.25
F -1.10 -7.89 -2.87
F 3.42 0.53 -7.12
F 1.68 -0.60 -7.73
F 6.84 -0.80 1.46
F 0.98 -8.08 -3.43
O -0.17 1.75 3.00
O -1.28 2.30 4.93
O -2.97 1.35 3.51
O -3.41 1.40 5.85
O -1.71 -0.16 4.94
N -0.61 2.55 0.28
N -2.21 -0.16 0.60
N -3.12 -0.46 -0.38
N -2.15 3.83 2.05
C 1.59 -5.58 -2.52
C 1.43 3.90 -1.09
C -0.65 -5.46 -1.60
C -1.59 6.25 3.24
C 2.93 -0.17 -4.56
C -3.86 0.69 -0.65
C 1.42 -0.91 -2.87
C 0.00 1.97 -0.80
C 0.16 -7.64 -2.47
C -0.77 -3.57 2.67
C 2.10 0.39 -6.84
C -0.24 2.30 4.11
C -0.24 3.86 0.67
C 4.03 -0.22 0.92
C 2.93 -0.31 0.06
C 0.34 -0.68 -3.68
C -2.79 5.56 3.57
C -0.71 -1.17 2.21
C 2.83 -2.60 0.49
C -2.99 4.36 2.94
C 0.37 -6.22 -2.20
C 0.71 -3.49 -1.62
C 5.80 -1.15 2.33
C -0.67 5.65 2.43
C 0.54 -0.16 -4.96
C -1.75 -1.31 1.23
C -5.32 2.95 -1.37
C -3.73 1.86 0.11
C 1.85 -0.02 -5.46
C -4.48 3.01 -0.23
C 1.73 -4.23 -2.19
C 4.56 -1.33 1.55
C 1.10 2.50 -1.44
C -0.28 -2.27 2.88
C 0.77 4.51 -0.04
C -1.81 -3.69 1.75
C 0.74 3.34 4.52
C 3.94 -2.53 1.36
C -2.28 -2.58 1.06
C -4.72 0.71 -1.75
C 2.72 -0.62 -3.29
C 2.36 -1.54 -0.24
C -5.46 1.83 -2.12
C -0.50 -4.13 -1.34
C -0.99 4.46 1.72
H -3.02 -2.67 0.32
H 4.49 0.76 1.03
H 4.29 -3.37 1.84
H 0.29 6.10 2.27
H 3.56 -0.67 -2.66
H -2.30 -4.66 1.54
H 1.00 5.57 0.21
H 0.56 4.28 3.99
H 0.41 -2.04 3.73
H -5.75 3.89 -1.70
H 2.50 0.59 -0.32
H -0.40 -4.41 3.28
H 1.70 2.98 4.25
H -3.48 5.95 4.21
H 2.15 4.48 -1.64
H 3.98 0.06 -4.94
H -1.30 -3.60 -0.85
H -1.55 -5.92 -1.25
H 2.40 -3.53 0.30
H 2.38 -6.04 -3.09
H -0.63 -0.90 -3.25
H -6.00 1.81 -3.06
H 1.46 1.94 -2.36
H -0.30 0.99 -1.00
H -4.47 3.87 0.35
H 0.73 3.60 5.58
H -1.23 7.17 3.80
H -3.94 3.80 2.94
H -0.32 0.18 -5.54
H 2.65 -3.71 -2.41
H -4.66 -0.19 -2.35
H -0.36 -0.25 2.54



No. 11
# C6H14O3Se2Te2Ti

A molecular structure, C6H14O3Se2Te2Ti (the ωB97M-V functional and the def2-TZVPD basis, OMol25).

The value obtained for the calculated total energy is -180986.1985 eV. The value obtained for the gap between HOMO and LUMO (spin up / spin down) is 6.044 / 6.139 eV. The energy above the lowest of the compared OMol25 structures with the same formula, charge and spin comes out at 4.6 kJ/mol. The spin multiplicity is 3. Its net charge is 0. For the highest occupied orbital energy (spin up / spin down), the calculation gives -0.22988 / -0.25598 hartree.

Element x y z (Å)
Te -0.59 -0.44 -3.35
Te -2.60 -0.24 -1.58
Se 0.83 1.45 -2.58
Se 0.83 -2.39 -1.26
Ti 0.16 -0.16 -0.66
O 2.03 0.33 0.39
O -0.68 1.73 0.45
O -0.22 -0.67 1.38
C -0.88 1.60 1.85
C -1.15 0.15 2.11
C 3.32 0.21 -0.25
C -1.09 3.00 -0.08
C 1.00 -1.05 2.05
C 2.05 0.00 1.79
H -1.02 2.92 -1.16
H 3.04 -0.39 2.06
H -2.12 3.20 0.22
H 1.27 -2.01 1.62
H -1.09 -0.09 3.17
H 0.00 1.98 2.38
H 0.82 -1.15 3.12
H 1.88 0.91 2.36
H 3.13 0.24 -1.32
H -2.12 -0.13 1.72
H -1.74 2.19 2.17
H 3.76 -0.74 0.02
H -0.43 3.79 0.29
H 3.95 1.05 0.06



No. 12
# C5H13NO

A single C5H13NO molecule (the ωB97M-V functional and the def2-TZVPD basis, OMol25).

As for the SMILES: CCN(C)CCO. The value obtained for the calculated total energy is -8932.3023 eV. The value obtained for the gap between HOMO and LUMO is 9.785 eV. The energy above the lowest of the compared OMol25 structures with the same formula, charge and spin comes out at 164.8 kJ/mol. Its net charge is 0. For the highest occupied orbital energy, the calculation gives -0.32137 hartree.

Element x y z (Å)
O 1.28 -2.11 1.59
N 0.08 0.23 -0.32
C -1.38 1.54 1.23
C -1.30 0.52 0.07
C 0.38 -1.18 -0.50
C 0.43 0.96 -1.54
C 1.62 -1.59 0.30
H -0.48 -1.74 -0.11
H 2.20 -0.68 0.49
H 0.50 -1.52 -1.53
H -0.39 1.88 1.50
H -1.86 0.95 -0.77
H 0.12 1.99 -1.51
H -1.77 -0.40 0.38
H 0.71 -1.44 1.99
H 2.25 -2.35 -0.15
H 1.50 0.88 -1.71
H -1.94 1.20 2.11
H -1.95 2.41 0.90
H -0.02 0.46 -2.41